This record from the OMol25 dataset describes a cluster of 8 separate species, C21H63ClO32P7 in total in a non-equilibrium geometry. The level of theory is wB97M-V/def2-TZVPD.

Geometry (Å):
Cl1 -1.056 0.805 0.594
O1 -0.638 1.825 1.523
O2 -0.873 1.335 -0.748
O3 -0.252 -0.391 0.762
O4 -2.460 0.453 0.805
C1 -5.352 4.135 -5.272
O5 -3.998 4.221 -4.866
P1 -3.544 5.508 -3.999
O6 -4.472 5.972 -2.962
O7 -2.165 4.997 -3.378
C2 -2.121 4.495 -2.038
O8 -3.020 6.560 -5.108
C3 -3.055 6.301 -6.503
H1 -5.897 5.077 -5.179
H2 -5.944 3.414 -4.705
H3 -5.381 3.792 -6.308
H4 -1.469 4.946 -1.293
H5 -1.892 3.434 -2.139
H6 -3.107 4.536 -1.571
H7 -3.389 7.223 -6.984
H8 -3.666 5.472 -6.850
H9 -2.032 6.168 -6.861
C4 1.695 -1.584 -1.684
O9 2.092 -2.574 -2.679
P2 1.643 -2.397 -4.183
O10 0.223 -2.693 -4.502
O11 2.098 -0.955 -4.676
C5 2.046 -0.713 -6.102
O12 2.674 -3.399 -4.930
C6 3.915 -3.767 -4.387
H10 1.051 -2.147 -1.013
H11 1.185 -0.773 -2.195
H12 2.570 -1.255 -1.129
H13 1.744 0.276 -6.434
H14 1.252 -1.322 -6.545
H15 3.025 -1.067 -6.418
H16 3.825 -4.669 -3.775
H17 4.361 -3.060 -3.680
H18 4.657 -3.919 -5.170
C7 -1.024 -7.640 -2.394
O13 -1.235 -6.539 -1.503
P3 -0.837 -5.048 -2.008
O14 -1.361 -4.724 -3.322
O15 0.761 -4.779 -1.835
C8 1.637 -5.779 -1.355
O16 -1.475 -4.164 -0.830
C9 -0.889 -3.939 0.459
H19 -0.395 -8.418 -1.960
H20 -0.646 -7.371 -3.379
H21 -2.034 -8.047 -2.483
H22 1.168 -6.642 -0.877
H23 2.251 -5.292 -0.594
H24 2.281 -6.196 -2.134
H25 -1.548 -4.266 1.259
H26 -0.831 -2.849 0.477
H27 0.122 -4.326 0.584
C10 6.396 3.579 3.553
O17 4.974 3.737 3.760
P4 4.278 5.012 3.102
O18 4.622 5.292 1.688
O19 2.740 4.787 3.435
C11 2.021 3.652 2.989
O20 4.573 6.205 4.102
C12 4.375 6.083 5.504
H28 6.828 3.525 4.550
H29 6.788 4.432 2.998
H30 6.567 2.689 2.953
H31 1.210 3.963 2.326
H32 1.397 3.031 3.644
H33 2.663 2.879 2.566
H34 4.104 5.054 5.756
H35 3.509 6.704 5.733
H36 5.232 6.310 6.135
C13 -0.417 2.113 -4.902
O21 -0.576 1.048 -5.861
P5 -1.873 0.061 -5.902
O22 -1.568 -1.377 -5.753
O23 -2.539 0.426 -7.315
C14 -2.895 1.783 -7.523
O24 -2.987 0.587 -4.874
C15 -2.846 0.516 -3.469
H37 -0.398 1.696 -3.896
H38 -1.067 2.974 -5.045
H39 0.606 2.458 -5.068
H40 -3.915 1.962 -7.164
H41 -3.072 1.965 -8.587
H42 -2.188 2.494 -7.104
H43 -1.915 0.033 -3.165
H44 -3.637 -0.024 -2.948
H45 -2.855 1.517 -3.032
C16 0.297 -1.067 7.012
O25 1.619 -0.613 6.840
P6 1.994 0.855 6.349
O26 3.369 1.171 6.736
O27 0.904 1.844 6.934
C17 1.131 3.264 6.903
O28 1.592 0.883 4.824
C18 1.755 -0.083 3.786
H46 -0.491 -0.311 6.978
H47 0.105 -1.473 8.013
H48 0.132 -1.898 6.327
H49 1.749 3.580 7.739
H50 0.142 3.711 6.844
H51 1.655 3.505 5.975
H52 2.798 0.108 3.513
H53 1.066 0.199 2.995
H54 1.627 -1.128 4.076
C19 0.053 -4.725 6.372
O29 -1.115 -4.009 5.969
P7 -1.833 -4.485 4.580
O30 -0.910 -5.175 3.677
O31 -3.079 -5.370 5.054
C20 -3.826 -4.903 6.178
O32 -2.446 -3.104 4.057
C21 -1.625 -1.987 3.736
H55 -0.178 -5.451 7.155
H56 0.787 -3.994 6.704
H57 0.469 -5.338 5.572
H58 -3.620 -3.865 6.446
H59 -3.482 -5.440 7.065
H60 -4.894 -5.022 6.023
H61 -0.655 -2.105 4.228
H62 -2.111 -1.037 3.940
H63 -1.326 -1.944 2.684

Charge: -1
LUMO level in eV: 2.10
Energy relative to the best compared isomer or geometry (same formula, charge and spin) in eV: 0.795
Gap between HOMO and LUMO in eV: 9.12
HOMO in eV: -7.01

Löwdin population analysis, charges in e, atoms 1 to 5: Cl 0.646; O -0.376; O -0.384; O -0.394; O -0.372



This record from the OMol25 dataset describes a cluster of 8 separate species, C16H24N8 in total in a non-equilibrium geometry. The level of theory is wB97M-V/def2-TZVPD.

Geometry (Å):
C1 -1.784 3.866 -2.782
C2 -1.987 3.183 -1.498
N1 -2.123 2.691 -0.467
H1 -2.529 4.642 -2.605
H2 -1.896 3.303 -3.709
H3 -0.796 4.320 -2.714
C3 4.850 -2.076 -3.417
C4 4.439 -3.198 -4.178
N2 4.062 -4.174 -4.731
H4 5.222 -1.228 -3.993
H5 5.681 -2.384 -2.783
H6 4.034 -1.760 -2.766
C5 0.461 0.739 0.283
C6 1.270 -0.262 -0.388
N3 1.925 -1.068 -0.810
H7 0.971 0.998 1.211
H8 -0.535 0.313 0.404
H9 0.203 1.626 -0.297
C7 4.580 0.594 0.957
C8 5.708 -0.203 1.582
N4 6.564 -0.819 2.057
H10 5.036 1.537 0.654
H11 3.962 0.934 1.788
H12 4.069 0.118 0.119
C9 -1.013 -1.525 -2.434
C10 -0.199 -2.305 -3.434
N5 0.359 -3.000 -4.194
H13 -2.072 -1.666 -2.651
H14 -0.798 -0.475 -2.632
H15 -0.924 -1.928 -1.426
C11 -3.950 0.595 2.041
C12 -5.270 1.177 1.528
N6 -6.306 1.572 1.123
H16 -4.062 -0.470 2.243
H17 -3.496 1.114 2.885
H18 -3.158 0.799 1.320
C13 -3.471 -3.912 1.698
C14 -2.948 -2.729 1.004
N7 -2.565 -1.801 0.500
H19 -4.389 -4.332 1.287
H20 -3.542 -3.735 2.771
H21 -2.734 -4.700 1.541
C15 -0.018 2.129 4.055
C16 -0.386 3.517 4.416
N8 -0.719 4.579 4.661
H22 -0.730 1.442 4.512
H23 1.034 1.970 4.294
H24 -0.031 1.995 2.973

Charge: 0
LUMO level in eV: -0.20
SMILES: CC#N.CC#N.CC#N.CC#N.CC#N.CC#N.CC#N.CC#N
Energy relative to the best compared isomer or geometry (same formula, charge and spin) in eV: 2.069
Gap between HOMO and LUMO in eV: 10.75
HOMO in eV: -10.95

Löwdin population analysis, charges in e, atoms 1 to 5: C -0.047; C -0.265; N 0.147; H 0.088; H 0.089



This record from the OMol25 dataset describes an isolated molecule of C5H4O in a non-equilibrium geometry. The level of theory is wB97M-V/def2-TZVPD.

Geometry (Å):
C1 -2.151 -0.058 -0.184
C2 0.335 -1.235 0.108
C3 -0.875 -0.532 0.022
C4 -1.204 0.932 0.285
C5 1.273 0.806 -0.172
O1 1.402 -0.407 0.167
H1 -3.212 -0.445 -0.345
H2 0.640 -2.331 0.281
H3 0.346 1.426 -0.400
H4 2.264 1.337 0.008

Charge: 0
LUMO level (alpha / beta) in eV: -0.47 / -0.46
Energy relative to the best compared isomer or geometry (same formula, charge and spin) in eV: 6.617
Gap between HOMO and LUMO (alpha / beta) in eV: 7.39 / 7.39
HOMO (alpha / beta) in eV: -7.86 / -7.86

Löwdin population analysis, charges in e, atoms 1 to 5: C -0.041; C -0.135; C -0.274; C 0.047; C 0.021



This record from the OMol25 dataset describes an isolated molecule of C4H9NO. The level of theory is wB97M-V/def2-TZVPD.

Geometry (Å):
C1 1.776 1.199 0.033
C2 0.338 1.346 0.527
N1 -0.569 0.389 -0.081
C3 -0.726 -0.895 0.352
O1 -0.235 -1.320 1.385
C4 -1.565 -1.758 -0.577
H1 2.409 2.001 0.428
H2 1.816 1.245 -1.062
H3 2.190 0.240 0.354
H4 0.292 1.213 1.612
H5 -0.043 2.348 0.301
H6 -0.934 0.606 -0.994
H7 -2.017 -1.196 -1.402
H8 -2.358 -2.246 -0.007
H9 -0.927 -2.540 -1.000

Charge: 0
LUMO level in eV: 0.91
SMILES: CCNC(C)=O
Energy relative to the best compared isomer or geometry (same formula, charge and spin) in eV: 0.201
Gap between HOMO and LUMO in eV: 10.52
HOMO in eV: -9.61

Löwdin population analysis, charges in e, atoms 1 to 5: C -0.090; C -0.243; N 0.030; C -0.545; O 0.043